[1]
Formula: C9H18O3S
Source: OMol25
Level of theory: wB97M-V/def2-TZVPD

ORCA input file:
```
! RIJCOSX wB97M-V def2-TZVPD def2/J DEFGRID3
* xyz 0 1
O -3.3616 0.8046 -1.5467
O -1.7479 -0.6762 -2.6360
O -1.1254 1.7931 -2.0778
S -2.3724 0.8550 -2.6475
C -0.1996 0.5566 3.3964
C 2.3013 0.5419 -1.8555
C -1.1106 -1.0876 -1.4290
C -0.6405 1.3162 -0.8151
C 0.1272 -0.8625 2.8806
C -0.3608 -0.9614 1.4770
C 1.0096 -0.2224 -2.0511
C 0.5817 -0.3577 0.4536
C -0.0833 -0.0097 -0.9246
H 0.5007 0.8318 4.1598
H -0.2010 1.1852 2.4919
H -1.1888 0.6983 3.8231
H 2.8843 0.2889 -0.9024
H 2.1110 1.6289 -1.7656
H 3.0322 0.4331 -2.7305
H -0.6903 -2.0416 -1.6902
H -1.7911 -1.1978 -0.5754
H 0.2913 1.9279 -0.5706
H -1.3982 1.4734 0.0342
H -0.3616 -1.5329 3.6768
H 1.1855 -1.0868 3.0587
H -1.3852 -0.5488 1.3561
H -0.3933 -2.0522 1.2569
H 1.2948 -1.2869 -2.0906
H 0.6472 0.0638 -3.0519
H 1.5102 -0.9666 0.3736
H 0.9347 0.4925 0.9218
*
```

The energy above the lowest of the compared OMol25 structures with the same formula, charge and spin comes out at 33.4 kcal/mol. Its total energy is -26600.8257 eV.

***

[2]
Formula: C9H18OSi
Source: OMol25
Level of theory: wB97M-V/def2-TZVPD

ORCA input file:
```
! RIJCOSX wB97M-V def2-TZVPD def2/J DEFGRID3
* xyz 0 1
C 1.4815 0.9960 -1.0025
C 1.7956 2.1435 -1.5063
C 2.2731 -0.2302 -1.0208
C 0.8447 -1.4978 0.7842
C 2.2366 -0.8855 0.3481
C -0.3095 -0.6047 1.2619
C -1.4146 -1.6298 1.5061
C -1.7885 -0.3557 -1.5892
C -1.5742 2.2379 0.4543
O 2.6036 -0.0292 1.3717
Si -0.8300 0.6009 -0.2076
H 1.0636 2.8569 -1.4790
H 2.8065 2.0980 -1.9652
H 2.1323 -1.0358 -1.8013
H 3.2860 -0.0729 -1.2066
H 0.3222 -2.0823 -0.0801
H 0.9798 -2.1032 1.7438
H 3.0598 -1.6785 0.5099
H 0.1221 -0.2233 2.1574
H -1.8308 -2.0941 0.6639
H -2.3493 -1.1554 2.0643
H -0.9367 -2.3598 2.1019
H -1.5469 0.0923 -2.5890
H -1.4415 -1.3128 -1.4940
H -2.7320 -0.1034 -1.4338
H -2.0540 2.0255 1.2977
H -0.8135 2.8794 0.6310
H -2.2997 2.6066 -0.3610
H 2.4166 0.8636 1.1910
*
```

The energy above the lowest of the compared OMol25 structures with the same formula, charge and spin comes out at 85.5 kcal/mol. Its total energy is -19546.2934 eV.

***

[3]
Formula: C9H18P2
Source: OMol25
Level of theory: wB97M-V/def2-TZVPD

ORCA input file:
```
! RIJCOSX wB97M-V def2-TZVPD def2/J DEFGRID3
* xyz 0 1
C 1.6452 -2.6915 -0.4637
C -1.5265 2.6194 -0.2477
C 2.2417 -1.2445 -0.5099
C -0.4537 1.9317 -1.0416
C 0.2212 -2.6833 -0.3878
C -2.1957 1.5821 0.5711
C 1.2305 -0.4482 -1.2576
C 0.3280 1.0262 -0.0915
C -0.6496 0.6948 2.5884
P -0.3925 -1.2635 -1.3665
P -1.0608 0.1884 0.8446
H 1.9250 -3.3325 -1.3943
H 2.1381 -3.3289 0.4761
H -1.1425 3.3561 0.3756
H -2.3121 3.0187 -0.8055
H 2.4452 -0.8308 0.4648
H 3.1626 -1.2559 -1.0416
H -0.9482 1.1972 -1.7814
H 0.2280 2.6481 -1.5317
H -0.3183 -3.5357 -0.8409
H -0.1656 -2.5555 0.6699
H -2.2982 1.9338 1.6173
H -3.0321 1.0118 0.3321
H 1.5308 0.1785 -2.0324
H 1.1010 1.3414 0.5346
H -1.5796 0.5746 3.1986
H -0.2470 1.7199 2.7456
H 0.1668 0.0948 3.0479
H -0.0419 -1.9473 -2.6724
*
```

The energy above the lowest of the compared OMol25 structures with the same formula, charge and spin comes out at 16.8 kcal/mol. Its total energy is -28198.7533 eV.

***

[4]
Formula: C9H18Si3
Source: OMol25
Level of theory: wB97M-V/def2-TZVPD

ORCA input file:
```
! RIJCOSX wB97M-V def2-TZVPD def2/J DEFGRID3
* xyz 0 1
C -3.4674 -0.0624 1.0306
C -2.4750 -0.9428 1.0793
C -1.0998 -0.5821 0.6015
C -0.5556 -1.7537 -0.3372
Si 0.5095 -1.0540 -1.9223
C -0.7211 -0.7939 -3.3652
C -0.2576 -0.9938 -4.5893
Si 1.6522 0.7889 -1.0167
Si 1.5273 0.5195 1.4038
C 1.8105 2.0564 2.5209
C 2.8828 2.8075 2.7071
C -0.2691 -0.2339 1.8108
H -4.4687 -0.2683 1.4487
H -3.1285 0.8853 0.5193
H -2.7412 -2.0021 1.4728
H -1.3534 0.2708 -0.0923
H 0.0724 -2.4213 0.2849
H -1.4340 -2.2566 -0.5572
H 1.7302 -1.9391 -2.2949
H -1.7286 -0.9634 -3.2192
H -0.9067 -1.0623 -5.4434
H 0.7675 -1.2288 -4.8723
H 3.1937 0.8103 -1.3234
H 1.0952 2.1983 -1.3416
H 2.4029 -0.4611 2.1303
H 1.0093 2.6021 3.0330
H 2.8298 3.7116 3.2827
H 3.9142 2.5979 2.3063
H -0.6117 0.7292 2.2033
H -0.1790 -0.9582 2.5397
*
```

The energy above the lowest of the compared OMol25 structures with the same formula, charge and spin comes out at 37.6 kcal/mol. Its structure (SMILES) is C=C[C@@H]1C[Si@@H](C=C)[SiH2][Si@@H](C=C)C1. Its total energy is -33253.6202 eV.